A structure of composition C4H9N, computed with ωB97M-V/def2-TZVPD.

Values from the calculation:
Gap between HOMO and LUMO (eV): 5.266
HOMO level (eV): -7.0
ΔE to the lowest compared entry with this formula, charge and spin (kcal per mole): 148.6
Maximum force (eV/A): 8.275
2S+1: 1

Last column: Löwdin charge in e.
Cartesian coordinates (Å):
N  0.2972  -1.2125  0.5968  -0.02
C  0.2268  -0.2911  -0.5452  -0.14
C  -0.8400  0.1509  -1.3337  -0.18
C  -0.8386  1.2839  -2.1400  0.08
C  0.8470  0.0334  2.7131  -0.04
H  -1.6581  -0.5149  -1.1991  0.09
H  0.8823  0.5532  -0.4890  0.09
H  1.9657  0.0662  2.6289  0.03
H  0.3892  -0.3011  3.5757  -0.04
H  0.7401  -2.0312  0.2194  0.07
H  0.1040  1.7672  -2.3141  0.06
H  0.3872  -0.5804  1.5257  -0.06
H  -1.7070  1.4344  -2.7468  0.05
H  0.4449  1.0313  2.4573  0.01

***

A cluster of 2 separate species, C4H9N in total, computed with ωB97M-V/def2-TZVPD.

Values from the calculation:
SMILES string: C=CN.C=C
Gap between HOMO and LUMO (eV): 9.641
HOMO level (eV): -8.4
ΔE to the lowest compared entry with this formula, charge and spin (kcal per mole): 35.3
Maximum force (eV/A): 0.838
2S+1: 1

Last column: Löwdin charge in e.
Cartesian coordinates (Å):
N  1.9473  1.1867  -1.0482  0.02
C  0.6763  1.2717  -0.4671  -0.31
C  0.3743  2.0527  0.5637  -0.03
C  -1.1343  -2.1576  -0.1999  -0.10
C  -1.4851  -2.2302  1.0739  -0.08
H  -0.8184  -2.6576  1.8087  0.04
H  1.9501  1.3178  -2.0472  0.07
H  -2.4754  -1.8933  1.3591  0.05
H  2.6613  1.6881  -0.5413  0.08
H  1.0205  2.8565  0.8926  0.04
H  -0.1446  -2.4458  -0.5271  0.05
H  -1.8220  -1.7337  -0.9161  0.04
H  -0.6474  2.1066  0.9154  0.04
H  -0.1028  0.6381  -0.8664  0.08

***

A cluster of 2 separate species, C4H9N in total, computed with ωB97M-V/def2-TZVPD.

Values from the calculation:
SMILES string: C=CC.C=N
Gap between HOMO and LUMO (eV): 10.353
HOMO level (eV): -9.6
ΔE to the lowest compared entry with this formula, charge and spin (kcal per mole): 44.8
Maximum force (eV/A): 1.375
2S+1: 1

Last column: Löwdin charge in e.
Cartesian coordinates (Å):
N  3.2981  0.8156  -1.4273  0.01
C  -2.4188  -1.8287  1.4149  -0.03
C  2.7393  0.9319  -2.5660  -0.15
C  -1.8949  0.6701  1.2935  -0.11
C  -1.5716  -0.8117  1.3067  -0.25
H  -1.0574  1.1756  0.8172  0.06
H  -2.1206  -2.8337  1.1365  0.05
H  2.5790  1.2159  -0.8209  0.03
H  1.6831  1.2194  -2.6085  0.06
H  -2.8306  0.8550  0.7752  0.07
H  -1.9973  0.9901  2.3333  0.07
H  -0.5284  -1.0888  1.4467  0.09
H  -3.4968  -1.6843  1.4795  0.05
H  3.2429  0.8572  -3.5274  0.05

***

The molecule C4H9N, computed with ωB97M-V/def2-TZVPD.

Values from the calculation:
SMILES string: CC/C=C/N
Gap between HOMO and LUMO (eV): 9.388
HOMO level (eV): -8.2
ΔE to the lowest compared entry with this formula, charge and spin (kcal per mole): 10.5
Maximum force (eV/A): 0.874
2S+1: 1

Last column: Löwdin charge in e.
Cartesian coordinates (Å):
N  -1.8228  -1.0373  -1.1649  0.02
C  1.3691  0.4412  0.3067  -0.27
C  -0.7384  -0.2053  -0.8052  -0.24
C  0.9283  1.2464  1.5532  -0.12
C  0.3423  -0.5664  -0.1248  -0.15
H  -2.5228  -0.4936  -1.6506  0.07
H  -0.7076  0.8113  -1.1762  0.11
H  1.5725  1.1719  -0.4873  0.10
H  -2.2742  -1.4400  -0.3480  0.08
H  1.7750  1.8602  1.8841  0.06
H  0.1223  1.9439  1.3575  0.06
H  0.4171  -1.6009  0.1950  0.10
H  2.2845  -0.0813  0.5793  0.10
H  0.6676  0.5752  2.3781  0.07

***

A cluster of 3 separate species, C4H9N in total, computed with ωB97M-V/def2-TZVPD.

Values from the calculation:
Gap between HOMO and LUMO (eV): 3.976
HOMO level (eV): -6.7
ΔE to the lowest compared entry with this formula, charge and spin (kcal per mole): 166.5
Maximum force (eV/A): 0.852
2S+1: 1

Last column: Löwdin charge in e.
Cartesian coordinates (Å):
N  2.0443  -2.0236  -0.2550  0.05
C  -1.4087  0.1449  0.6758  0.04
C  -1.3993  1.3949  0.0310  -0.28
C  1.4584  -1.0881  -0.7320  -0.28
C  -0.4862  2.3876  0.2051  0.01
H  -2.2230  1.6154  -0.6354  0.09
H  1.0000  -0.2583  -0.0952  0.06
H  1.1683  -0.9874  -1.7958  0.08
H  -0.8571  -0.0499  1.5856  0.06
H  -0.5196  3.2262  -0.4744  0.05
H  0.3251  2.3043  0.9138  0.06
H  -0.3519  -3.8375  0.3496  0.01
H  0.3707  -3.6638  0.3467  -0.02
H  -2.2532  -0.5025  0.4825  0.05

***

The molecule C4H9N, computed with ωB97M-V/def2-TZVPD.

Values from the calculation:
SMILES string: C=C[C@H](C)N
Gap between HOMO and LUMO (eV): 10.214
HOMO level (eV): -9.1
ΔE to the lowest compared entry with this formula, charge and spin (kcal per mole): 49.4
Maximum force (eV/A): 4.339
2S+1: 1

Last column: Löwdin charge in e.
Cartesian coordinates (Å):
N  0.7097  1.4190  -0.0061  -0.03
C  0.4640  -0.0207  -0.2290  -0.57
C  -0.8537  -0.3028  0.4433  -0.20
C  -2.0602  -0.3313  -0.2136  -0.06
C  1.6468  -0.8988  0.0169  -0.08
H  -0.1601  1.9425  -0.5408  0.13
H  -3.1322  -0.1240  0.3688  0.10
H  2.4371  -0.5082  -0.6496  0.09
H  0.3561  -0.0571  -1.3531  0.14
H  1.2827  -1.9067  -0.3192  0.09
H  0.4588  1.6605  1.0836  0.12
H  -2.1394  -0.2903  -1.3538  0.06
H  -1.0372  -0.3035  1.6089  0.13
H  1.7846  -1.0242  1.0926  0.07